Entry 1:
Entry from the OMol25 dataset: a single C5H11NO molecule at a distorted geometry (ωB97M-V/def2-TZVPD).

Output
* E_LUMO: 0.0352 Ha
* ΔE to the lowest compared entry with this formula, charge and spin: 124.1 kJ/mol
* orbital gap: 8.95 eV
* structure (SMILES): C/C(N)=C\[C@H](C)O
* HOMO: -7.991 eV

```
! RIJCOSX wB97M-V def2-TZVPD def2/J DEFGRID3
* xyz 0 1
C 1.95105 0.65833 -0.30105
C 0.53473 0.78155 -0.79343
N 0.41166 1.47805 -1.99098
C -0.56183 0.39131 -0.11963
C -0.51993 -0.60570 0.98585
C -1.24821 -1.90356 0.63042
O -1.00180 -0.08342 2.21085
H 2.04977 1.07781 0.69896
H 2.24972 -0.38774 -0.26305
H 2.65031 1.15698 -0.96963
H -0.52227 1.76491 -2.24072
H 1.12429 2.16076 -2.19600
H -1.54804 0.69423 -0.45270
H 0.57501 -0.84264 1.11864
H -1.20766 -2.59969 1.46574
H -0.78039 -2.36614 -0.23468
H -2.29334 -1.69441 0.40230
H -1.86308 0.31936 2.04912
*
```

---

Entry 2:
Entry from the OMol25 dataset: a molecular structure, C6H16BeO10 at a distorted geometry (ωB97M-V/def2-TZVPD).

Output
* E_LUMO: 0.1524 Ha
* ΔE to the lowest compared entry with this formula, charge and spin: 360.3 kJ/mol
* orbital gap: 2.33 eV
* HOMO: 1.821 eV

```
! RIJCOSX wB97M-V def2-TZVPD def2/J DEFGRID3
* xyz -2 1
Be 0.00363 -0.03874 -0.60147
C 1.16463 -0.01846 -3.36777
O 1.17903 0.97952 -2.65807
O 0.64473 -0.00372 -4.45101
O 1.08793 -1.07719 -2.79571
C -2.37646 -0.31208 -2.42251
O -2.52159 -0.38671 -3.65831
O -2.11011 0.70671 -1.82341
O -1.99027 -1.37766 -1.93843
C 0.61685 3.52862 -0.17689
O -0.22366 2.42839 0.27118
H 0.20067 4.27901 -0.84905
H 0.98845 4.07815 0.68800
H 1.47646 3.11809 -0.70665
H -0.89156 2.93309 0.74105
C -2.72120 -0.45366 1.69334
O -1.30878 -0.31297 1.56467
H -3.09961 0.02317 2.59752
H -3.14254 -0.03105 0.78120
H -2.97569 -1.51344 1.67949
H -0.97550 -0.77897 2.33498
C 0.05075 -3.45745 0.52650
O 0.83213 -2.29471 0.52880
H -0.05087 -3.94660 1.49527
H -0.94471 -3.36270 0.09268
H 0.60245 -4.17627 -0.07932
H 1.72885 -2.58297 0.71427
C 2.37173 0.61540 1.98725
O 2.15172 0.54855 0.58415
H 2.60268 1.63336 2.30114
H 1.44084 0.28191 2.44586
H 3.24325 0.03745 2.29471
H 2.94576 0.93390 0.20654
*
```

---

Entry 3:
Entry from the OMol25 dataset: 2 unconnected molecules or ions with the total composition C2H9NO3Si at a distorted geometry (ωB97M-V/def2-TZVPD).

Output
* E_LUMO (alpha / beta): 0.0241 / -0.0549 Ha
* ΔE to the lowest compared entry with this formula, charge and spin: 166.1 kJ/mol
* orbital gap (alpha / beta): 6.27 / 8.54 eV
* HOMO (alpha / beta): -5.610 / -10.035 eV

```
! RIJCOSX wB97M-V def2-TZVPD def2/J DEFGRID3
* xyz 0 3
C -0.62783 -0.91428 -0.35740
C -1.56772 0.15816 0.10082
N 3.12726 0.75597 0.70208
O -1.37348 1.40121 -0.40456
O -1.57181 0.26631 1.55011
O -2.89764 -0.25682 -0.17729
Si 2.23492 -0.25545 -0.41201
H -0.78611 -0.93014 -1.47407
H -0.76242 -1.96822 0.00093
H 3.29343 1.80203 0.63941
H 3.29688 0.55480 1.65999
H -1.92477 1.55243 -1.17059
H -2.37422 0.76375 1.73743
H -2.88271 -1.26220 -0.35929
H 2.61432 -1.67779 -0.26552
H 2.20190 0.01025 -1.77006
*
```

---

Entry 4:
Entry from the OMol25 dataset: a molecular structure, C23H74NO15Pd at a distorted geometry (ωB97M-V/def2-TZVPD).

Output
* E_LUMO (alpha / beta): -0.1246 / -0.1595 Ha
* ΔE to the lowest compared entry with this formula, charge and spin: 172.2 kJ/mol
* orbital gap (alpha / beta): 8.02 / 7.07 eV
* HOMO (alpha / beta): -11.412 / -11.412 eV

```
! RIJCOSX wB97M-V def2-TZVPD def2/J DEFGRID3
* xyz 1 3
Pd 1.69124 1.38837 3.93173
C -1.28111 -0.32969 1.21649
C -0.09484 -0.15197 0.24101
C -0.55380 -0.31765 -1.16663
C -1.18932 0.93517 -1.80394
C -0.23042 2.13020 -1.70437
C 0.33732 2.41291 -0.25120
N 0.81075 1.08691 0.35380
O 1.59975 1.21068 1.60484
C -0.77789 3.10703 0.49471
C 1.47225 3.45649 -0.50206
C 0.78111 -1.38969 0.56699
H -2.07621 0.36537 0.94666
H -1.05435 -0.28436 2.28167
H -1.72518 -1.32497 1.19813
H -1.38369 -1.00945 -1.31086
H 0.22876 -0.61722 -1.86374
H -2.19830 1.25774 -1.54698
H -1.19399 0.91262 -2.89369
H -0.77616 2.95400 -2.16440
H 0.64999 1.85128 -2.28333
H -0.49773 3.49560 1.47381
H -1.63282 2.46021 0.69173
H -1.08208 4.06073 0.06339
H 2.33137 3.06892 -1.04962
H 1.90537 3.88397 0.40224
H 1.02513 4.30446 -1.02083
H 1.74715 -1.42878 0.06366
H 0.28103 -2.27019 0.16358
H 0.99137 -1.49235 1.63158
C 2.13175 -1.06866 -5.83704
O 1.46795 -0.92222 -4.61871
H 1.85940 -0.24567 -6.49780
H 3.21526 -1.18348 -5.80663
H 1.81459 -1.93954 -6.41070
H 1.68128 -1.69478 -4.09026
C 3.53017 0.62266 -2.20576
O 3.49808 0.02643 -0.93678
H 4.26421 0.21092 -2.89842
H 2.56840 0.52252 -2.70882
H 3.69641 1.69438 -2.09677
H 2.79805 0.37157 -0.37783
C -1.98135 7.07046 0.70980
O -2.65249 7.88762 -0.19341
H -1.55619 7.61900 1.55030
H -2.59474 6.24106 1.06186
H -1.14900 6.64489 0.14929
H -3.37470 8.26789 0.31196
C -5.17867 1.75701 -3.27405
O -4.74944 0.46656 -2.98742
H -6.06280 1.93183 -2.66098
H -4.35272 2.44606 -3.09770
H -5.34960 1.85608 -4.34599
H -3.84956 0.55533 -3.30981
C 1.03956 -1.55050 5.23217
O 0.95361 -0.89333 4.01963
H 0.09101 -2.05168 5.42493
H 1.87984 -2.23794 5.32948
H 1.20432 -0.77768 5.98297
H 0.58673 -1.55668 3.43059
C -0.46941 5.54274 3.82192
O 0.57505 5.26630 4.74348
H -0.69694 4.70609 3.16135
H -1.42427 5.89751 4.20982
H -0.14218 6.29422 3.10338
H 0.22149 4.87189 5.54413
C -3.92092 -1.65291 3.95689
O -3.73191 -2.68260 4.96906
H -3.77603 -0.69241 4.45141
H -3.16582 -1.62086 3.17147
H -4.88793 -1.63417 3.45426
H -4.45413 -2.49391 5.57271
C 3.96222 -3.09690 2.66266
O 4.80452 -2.12985 3.35150
H 4.43826 -3.46888 1.75540
H 3.55255 -3.91721 3.25202
H 3.18975 -2.47426 2.21131
H 5.34332 -2.58732 4.00112
C -1.72105 1.89369 4.17079
O -0.48241 1.99609 3.51322
H -1.64297 0.86596 4.52544
H -1.77731 2.54285 5.04459
H -2.60525 2.01507 3.54504
H -0.69538 1.84990 2.58863
C 0.23986 -4.60223 2.35473
O -0.09696 -3.67186 3.36490
H 0.37857 -4.19786 1.35206
H 1.19628 -5.02757 2.65876
H -0.56266 -5.30478 2.13004
H -0.61800 -4.14535 4.01753
C 5.28424 -2.44529 -2.61611
O 4.71554 -2.40656 -1.31169
H 5.87087 -1.53715 -2.75483
H 5.91679 -3.30724 -2.82827
H 4.47804 -2.33069 -3.34068
H 4.20591 -1.59708 -1.23028
C 1.70285 -3.79543 -2.06968
O 1.66672 -3.47817 -3.43759
H 0.75760 -4.20812 -1.71715
H 2.47265 -4.54321 -1.87901
H 1.79887 -2.81541 -1.60232
H 1.14333 -4.13510 -3.90246
C -1.90308 0.24500 -5.67169
O -2.41213 1.53160 -6.09020
H -2.32148 0.00535 -4.69413
H -2.13162 -0.39787 -6.52174
H -0.82365 0.38123 -5.73777
H -1.97470 1.73592 -6.91997
C -1.87842 -4.62707 -1.45397
O -2.43689 -5.92368 -1.35431
H -2.70299 -3.93056 -1.30206
H -1.24597 -4.20875 -0.67095
H -1.43774 -4.36579 -2.41606
H -3.30962 -5.98377 -1.74972
*
```

---

Entry 5:
Entry from the OMol25 dataset: a gas-phase ion, C2H3O2S2 (charge -1) at a distorted geometry (ωB97M-V/def2-TZVPD).

Output
* E_LUMO (alpha / beta): 0.1323 / 0.1323 Ha
* ΔE to the lowest compared entry with this formula, charge and spin: 447.7 kJ/mol
* orbital gap (alpha / beta): 7.97 / 7.98 eV
* structure (SMILES): C=CS(=O)(=O)[S-]
* HOMO (alpha / beta): -4.375 / -4.376 eV

```
! RIJCOSX wB97M-V def2-TZVPD def2/J DEFGRID3
* xyz -1 1
C -0.29456 -0.48338 1.31540
C -0.44998 -0.57108 0.04554
S 0.26689 0.66795 -1.06217
O 1.94828 -0.36201 -1.63342
O -0.78370 0.95573 -2.05654
S 0.63769 2.31024 -0.04333
H -0.64070 -1.27064 1.92796
H 0.18894 0.35800 1.87164
H -0.87286 -1.60482 -0.36507
*
```

---

Entry 6:
Entry from the OMol25 dataset: 17 unconnected molecules or ions with the total composition C51H88O51 at a distorted geometry (ωB97M-V/def2-TZVPD).

Output
* E_LUMO: 0.0068 Ha
* ΔE to the lowest compared entry with this formula, charge and spin: 162.1 kJ/mol
* orbital gap: 10.41 eV
* HOMO: -10.229 eV

```
! RIJCOSX wB97M-V def2-TZVPD def2/J DEFGRID3
* xyz 0 1
C -7.08957 8.45919 4.82840
C -7.78176 9.36156 5.74091
O -7.35248 8.87248 6.99452
C -6.17979 8.19942 6.81868
O -5.41160 7.93016 7.69346
O -5.90211 8.06411 5.54213
H -6.71272 9.03571 3.98359
H -7.76514 7.70799 4.41925
H -8.86646 9.25907 5.77274
H -7.45944 10.37448 5.49965
C -6.94184 8.60794 -1.78871
C -6.24978 9.98963 -1.78240
O -6.29246 10.29500 -0.42590
C -7.16248 9.56002 0.24867
O -7.43240 9.68913 1.45334
O -7.58861 8.58596 -0.55398
H -6.11995 7.89219 -1.77166
H -7.55280 8.50379 -2.68536
H -6.67381 10.87233 -2.26108
H -5.25962 9.77165 -2.18261
C -11.82555 12.50912 2.15524
C -11.46032 12.97982 3.53555
O -10.66237 11.93822 3.98703
C -10.63844 10.87730 3.21208
O -10.09413 9.85365 3.39737
O -11.23776 11.17939 2.05333
H -11.37044 13.18732 1.43342
H -12.89917 12.49835 1.96727
H -12.39682 13.05834 4.08775
H -11.02733 13.97429 3.42751
C -6.40846 13.92638 3.08262
C -7.72526 13.07954 3.45942
O -8.52215 13.26265 2.39065
C -8.30240 14.50279 1.98674
O -9.12802 15.21625 1.46936
O -6.98077 14.74237 2.15741
H -5.71874 13.19406 2.66299
H -5.98138 14.44717 3.93963
H -8.12022 13.50838 4.38040
H -7.43626 12.03807 3.60050
C -4.47848 13.86735 7.27549
C -4.19938 12.68567 6.36775
O -5.48826 12.25048 5.99449
C -6.40404 12.74030 6.95089
O -7.59658 12.47002 7.00763
O -5.78106 13.59829 7.75142
H -4.57529 14.79585 6.71280
H -3.80525 13.76435 8.12653
H -3.54726 11.91932 6.78675
H -3.67659 13.08090 5.49678
C -4.78258 7.12492 1.12344
C -4.34457 8.17217 2.11887
O -3.26233 7.42945 2.86512
C -3.29862 6.14921 2.55769
O -2.61675 5.30280 3.12258
O -4.08959 5.93986 1.53357
H -4.66534 7.58336 0.14150
H -5.80183 6.94872 1.46719
H -5.18513 8.31886 2.79712
H -4.04767 9.02270 1.50521
C -3.06673 16.90497 7.78141
C -2.27636 18.23821 7.64516
O -1.51487 17.97865 6.50815
C -1.61964 16.75546 6.08781
O -0.98446 16.25296 5.15352
O -2.44026 16.07305 6.84378
H -4.09814 17.11063 7.49506
H -2.95013 16.50233 8.78758
H -1.54925 18.46541 8.42478
H -3.07585 18.96703 7.51198
C -13.11122 15.70372 -2.06335
O -14.30814 15.68034 -2.81462
C -14.90460 14.48433 -2.86751
O -14.41081 13.36463 -2.56803
O -16.14535 14.73977 -3.37125
C -17.12043 13.71440 -3.63556
H -13.32988 15.42328 -1.03299
H -12.64608 16.68885 -2.09908
H -12.39069 14.96228 -2.40859
H -16.76720 12.98482 -4.36428
H -18.00330 14.26954 -3.95252
H -17.30630 13.13296 -2.73251
C -9.11193 23.57583 1.53029
O -8.95261 22.26313 1.05224
C -9.40429 21.24825 1.84680
O -9.95172 21.43296 2.91297
O -8.90151 20.10320 1.22243
C -8.82690 18.82245 1.94085
H -10.11788 23.95277 1.34565
H -8.40674 24.16170 0.94075
H -8.83467 23.63360 2.58284
H -8.63853 17.99204 1.26037
H -9.83956 18.58815 2.26906
H -8.17136 18.84945 2.81129
C -10.19729 5.73047 -3.17890
O -10.24261 7.15324 -3.19175
C -10.35096 7.78413 -2.05809
O -10.38486 7.29282 -0.94180
O -10.41479 9.12430 -2.29586
C -10.43299 10.08035 -1.22569
H -11.14843 5.28218 -2.89173
H -9.50254 5.25777 -2.48466
H -9.80781 5.32921 -4.11453
H -10.42897 9.57744 -0.25865
H -11.24040 10.78547 -1.42313
H -9.60201 10.78526 -1.19935
C -12.90351 16.58847 2.55444
O -13.31709 17.57791 1.55433
C -12.34968 17.93151 0.67865
O -11.28542 17.37197 0.52360
O -12.74123 19.04705 -0.00330
C -13.96135 19.83977 0.10083
H -12.57542 15.58969 2.26655
H -13.67217 16.45449 3.31556
H -12.11182 17.08252 3.11767
H -14.70376 19.34606 -0.52621
H -13.71807 20.82278 -0.30243
H -14.00445 19.96455 1.18281
C -8.82454 13.30647 -1.73814
O -8.38902 12.64268 -2.89784
C -9.38370 12.24601 -3.67483
O -10.57686 12.53816 -3.61109
O -8.77938 11.43453 -4.60935
C -9.54073 10.65444 -5.43170
H -7.93932 13.65001 -1.20290
H -9.50609 12.81000 -1.04741
H -9.37261 14.20163 -2.03211
H -9.77878 11.14342 -6.37634
H -10.42200 10.29304 -4.90175
H -9.05998 9.68385 -5.55387
C -5.29828 16.75818 -0.33999
O -5.48396 17.30436 -1.61052
C -6.05501 16.50516 -2.51291
O -6.10960 15.28603 -2.50613
O -6.49031 17.23874 -3.52156
C -7.34469 16.60076 -4.49210
H -4.79551 15.79416 -0.41725
H -6.19129 16.75321 0.28501
H -4.65619 17.38838 0.27538
H -8.27145 16.17984 -4.10216
H -6.82482 15.73017 -4.89198
H -7.55652 17.34401 -5.26075
C -8.39390 23.95579 -1.85621
O -8.14912 22.57837 -1.61389
C -8.82816 21.61896 -2.27309
O -9.63855 21.81040 -3.15104
O -8.31745 20.42185 -1.82381
C -9.11813 19.22165 -2.06843
H -7.98455 24.66322 -1.13505
H -9.42542 24.16339 -2.14075
H -7.88062 24.26964 -2.76514
H -10.18538 19.32338 -1.87160
H -8.70726 18.43923 -1.43040
H -8.86487 18.89213 -3.07608
C -2.46911 7.26750 6.35609
O -1.50192 7.70989 5.40340
C -1.35578 9.05224 5.14765
O -1.69909 10.01769 5.85369
O -0.83065 9.24697 3.94916
C -0.47564 10.54338 3.50249
H -2.08512 7.54197 7.33860
H -2.62323 6.19786 6.21394
H -3.41446 7.79537 6.23049
H 0.04054 10.53820 2.54247
H 0.34055 10.83841 4.16196
H -1.23130 11.31973 3.62235
C -5.59513 18.69536 4.51197
O -6.73566 17.86973 4.65334
C -7.11279 17.44202 5.85552
O -6.59744 17.83619 6.94098
O -8.16933 16.67614 5.68297
C -9.02326 16.15638 6.77016
H -5.16254 18.59698 3.51634
H -4.79149 18.57917 5.23913
H -5.98182 19.71285 4.45485
H -8.39229 15.64623 7.49798
H -9.78502 15.43984 6.46291
H -9.50903 17.04387 7.17573
C -2.50125 16.54751 1.72148
O -2.12173 15.47571 0.83234
C -2.73678 14.27912 0.88297
O -3.75180 13.97075 1.45595
O -1.99556 13.34840 0.38055
C -2.49656 11.96731 0.30064
H -1.98053 17.39374 1.27333
H -2.10302 16.48381 2.73413
H -3.58153 16.67083 1.64475
H -3.44160 11.90622 -0.23907
H -2.66694 11.68524 1.33963
H -1.71669 11.33923 -0.12996
*
```